Run A
{
  "formula": "C2H6N3S",
  "method": "ωB97M-V/def2-TZVPD",
  "total_charge": 1,
  "e_lumo_ev": [-7.65, -7.64],
  "multiplicity": 1,
  "symbols": ["C", "C", "N", "N", "N", "S", "H", "H", "H", "H", "H", "H"],
  "coordinates": [[0.987, -1.056, -0.201], [-0.028, 1.092, 0.511], [-0.036, -1.640, 0.243], [-1.380, 0.946, -0.149], [0.986, 0.341, -0.126], [-2.566, -0.195, -0.085], [1.813, -1.621, -0.506], [0.193, 2.084, 0.614], [-0.250, 0.725, 1.521], [0.011, -2.674, 0.295], [-1.132, 1.206, -1.182], [1.402, 0.791, -0.935]]
}

Run B
{
  "formula": "C2H6N3S",
  "method": "ωB97M-V/def2-TZVPD",
  "total_charge": 1,
  "e_lumo_ev": -3.80,
  "multiplicity": 1,
  "symbols": ["C", "C", "N", "N", "N", "S", "H", "H", "H", "H", "H", "H"],
  "coordinates": [[0.764, -0.317, 1.101], [-0.562, 0.531, -0.770], [0.035, -1.396, 1.261], [-0.791, -0.878, -1.017], [0.517, 0.615, 0.200], [-1.378, -1.720, 0.328], [1.622, -0.177, 1.748], [-0.235, 1.010, -1.697], [-1.446, 1.063, -0.387], [0.261, -2.051, 1.999], [-1.310, -1.087, -1.858], [1.152, 1.398, 0.125]]
}

Most stable structure: run B

Run A
{
  "formula": "C11H15NS",
  "method": "ωB97M-V/def2-TZVPD",
  "e_lumo_ev": 0.83,
  "multiplicity": 1,
  "symbols": ["C", "C", "C", "C", "C", "C", "C", "C", "C", "N", "H", "H", "H", "H", "H", "H", "H", "H", "H", "C", "C", "S", "H", "H", "H", "H", "H", "H"],
  "coordinates": [[-0.209, 2.855, -0.515], [-0.765, 1.032, -2.217], [-0.063, 1.483, -1.119], [0.502, -0.724, -1.473], [0.762, 0.424, -0.684], [1.119, -1.929, -1.156], [1.671, 0.405, 0.393], [1.999, -1.921, -0.144], [2.127, -0.832, 0.816], [-0.460, -0.300, -2.379], [-1.718, 1.383, -2.588], [-0.768, -0.991, -3.041], [-1.070, 3.437, -0.870], [0.612, 3.441, -0.925], [1.205, -2.696, -1.929], [1.961, 1.289, 0.948], [2.701, -2.720, 0.021], [2.591, -1.108, 1.767], [-0.084, 2.892, 0.576], [-1.595, -2.024, 1.128], [-1.124, 0.779, 2.169], [-1.640, -0.968, 2.548], [-0.617, -1.891, 0.612], [-1.926, -3.030, 1.402], [-2.259, -1.662, 0.285], [-0.449, 0.914, 1.345], [-0.430, 1.168, 2.895], [-2.072, 1.295, 2.137]]
}

Run B
{
  "formula": "C11H15NS",
  "method": "ωB97M-V/def2-TZVPD",
  "e_lumo_ev": 0.70,
  "multiplicity": 1,
  "symbols": ["C", "C", "C", "C", "C", "C", "C", "C", "C", "C", "C", "H", "H", "H", "H", "H", "H", "H", "H", "H", "H", "H", "H", "H", "H", "H", "N", "S"],
  "coordinates": [[-1.360, 2.033, -2.098], [0.773, 1.093, -2.399], [0.246, -0.376, -2.064], [0.166, -0.442, -0.507], [0.296, -1.882, 0.209], [0.159, -1.839, 1.784], [-1.008, -1.342, 2.480], [-0.706, -1.284, 3.812], [1.200, -2.080, 2.634], [0.304, 0.656, 0.319], [0.405, 2.077, -0.273], [-1.509, 2.981, -3.280], [-2.085, 0.835, -2.261], [-1.856, 2.611, -0.961], [1.925, 0.960, -2.051], [0.722, 1.534, -3.532], [1.057, -1.125, -2.202], [-0.625, -0.670, -2.531], [1.363, -2.184, -0.009], [-0.430, -2.628, -0.234], [-1.906, -1.064, 2.118], [-1.440, -1.131, 4.540], [2.193, -2.507, 2.639], [0.200, 0.474, 1.469], [-0.417, 2.531, 0.129], [1.428, 2.633, -0.293], [0.071, 2.034, -1.784], [0.834, -1.899, 4.346]]
}

Most stable structure: run A

Run A
{
  "formula": "C2H6N2S2",
  "method": "ωB97M-V/def2-TZVPD",
  "e_lumo_ev": -0.21,
  "multiplicity": 1,
  "symbols": ["C", "C", "N", "N", "S", "S", "H", "H", "H", "H", "H", "H"],
  "coordinates": [[-1.360, -0.062, 0.039], [1.654, -0.178, -0.540], [-0.114, 0.718, 0.831], [1.074, 0.003, 0.832], [-1.481, -1.625, -0.071], [-2.675, 1.060, -0.302], [1.393, 0.637, -1.122], [2.742, -0.412, -0.470], [1.332, -1.147, -1.007], [0.067, 1.441, 0.176], [1.003, -0.669, 1.560], [-3.634, 0.233, 0.075]]
}

Run B
{
  "formula": "C2H6N2S2",
  "method": "ωB97M-V/def2-TZVPD",
  "e_lumo_ev": 0.57,
  "multiplicity": 1,
  "symbols": ["C", "C", "H", "H", "H", "H", "H", "H", "N", "N", "S", "S"],
  "coordinates": [[-2.075, 0.079, 1.094], [0.964, -0.129, -1.077], [-1.568, 0.766, 1.743], [-2.567, 0.538, 0.257], [-2.938, -0.397, 1.736], [1.038, -0.249, 0.933], [2.714, 0.397, -0.049], [2.671, 0.470, -1.853], [0.456, -0.438, 0.143], [2.260, 0.321, -0.955], [-1.050, -1.257, 0.516], [0.096, -0.101, -2.487]]
}

Run C
{
  "formula": "C2H6N2S2",
  "method": "ωB97M-V/def2-TZVPD",
  "e_lumo_ev": 0.75,
  "multiplicity": 1,
  "symbols": ["C", "C", "H", "H", "H", "H", "H", "H", "N", "N", "S", "S"],
  "coordinates": [[-2.447, 0.412, 0.023], [0.323, -0.028, -0.097], [-2.344, 1.109, -0.797], [-2.306, 0.945, 0.967], [-3.387, -0.113, 0.045], [1.170, -1.905, 0.056], [2.826, 0.091, 0.827], [2.878, 0.136, -0.784], [1.354, -0.890, -0.078], [2.721, -0.491, 0.011], [-1.251, -0.896, -0.095], [0.463, 1.629, -0.077]]
}

Most stable structure: run B

Run A
{
  "formula": "C3H7IN2O",
  "method": "ωB97M-V/def2-TZVPD",
  "e_lumo_ev": 0.53,
  "multiplicity": 1,
  "symbols": ["C", "C", "C", "N", "N", "O", "I", "H", "H", "H", "H", "H", "H", "H"],
  "coordinates": [[1.485, -1.265, -0.454], [-0.017, 2.569, -0.382], [-1.451, -0.280, 1.217], [0.164, -0.702, -0.361], [-0.283, -0.527, 0.894], [-0.436, 1.919, 0.530], [-3.180, -0.464, -0.057], [2.412, -0.542, -0.564], [1.566, -1.976, -1.271], [1.648, -1.900, 0.528], [-0.777, 3.107, -0.990], [-0.594, -0.897, -1.007], [1.013, 2.369, -0.753], [-1.440, 0.070, 2.233]]
}

Run B
{
  "formula": "C3H7IN2O",
  "method": "ωB97M-V/def2-TZVPD",
  "e_lumo_ev": [0.38, 0.35],
  "multiplicity": 1,
  "symbols": ["C", "C", "C", "N", "N", "O", "I", "H", "H", "H", "H", "H", "H", "H"],
  "coordinates": [[-0.022, 2.774, -0.224], [1.254, -2.062, 0.261], [-1.179, 0.074, 0.326], [-0.996, 2.514, 0.470], [-0.216, -0.361, -0.593], [1.013, -0.641, -0.119], [-3.229, -0.274, -0.057], [0.389, 3.731, -0.201], [0.410, 2.064, -0.878], [2.398, -2.055, 0.599], [1.031, -2.611, -0.611], [0.570, -2.550, 1.123], [-0.905, 0.210, 1.356], [-0.517, -0.814, -1.453]]
}

Most stable structure: run A